{"formula": "C11H17P", "method": "wB97M-V/def2-TZVPD", "lumo_ev": [-1.64, -1.27], "orbital_gap_ev": [6.28, 7.22], "total_energy_ha": -770.333190, "homo_ev": [-7.920, -8.490], "relative_energy_ev": 8.491, "species": ["P", "C", "C", "C", "C", "C", "C", "C", "C", "C", "C", "C", "H", "H", "H", "H", "H", "H", "H", "H", "H", "H", "H", "H", "H", "H", "H", "H", "H"], "positions_angstrom": [[-1.720, 0.085, 0.515], [2.185, 1.798, 0.188], [1.680, -0.683, -0.225], [-3.915, 1.696, -0.859], [1.183, 0.699, 0.131], [-0.068, 1.082, 0.448], [2.089, -1.276, 1.168], [-5.003, -1.737, 1.581], [-4.349, -0.786, 1.243], [-2.847, 1.045, -0.076], [3.013, -0.578, -1.142], [0.741, -1.648, -0.932], [1.255, -2.635, -0.890], [1.613, 2.799, 0.396], [2.983, -0.687, 1.595], [2.977, 1.807, -0.628], [-4.419, 0.933, -1.533], [3.911, -0.221, -0.669], [1.343, -1.371, 1.956], [-5.668, -2.069, 2.352], [-3.509, 2.594, -1.416], [2.687, 0.000, -2.037], [3.190, -1.594, -1.463], [2.852, 1.752, 1.055], [-4.574, 2.223, -0.113], [-0.302, -1.660, -0.386], [0.508, -1.291, -1.979], [-0.263, 2.080, 0.731], [2.426, -2.355, 0.991]]}

{"formula": "C2H2O2S2", "method": "wB97M-V/def2-TZVPD", "lumo_ev": -0.77, "orbital_gap_ev": 9.37, "total_energy_ha": -1024.251825, "homo_ev": -10.144, "smiles": "O=C(S)C(=O)S", "relative_energy_ev": 0.294, "species": ["S", "S", "O", "O", "C", "C", "H", "H"], "positions_angstrom": [[0.909, -1.479, -1.111], [-1.359, 1.868, 0.459], [0.453, -0.362, 1.389], [-0.593, 0.610, -1.735], [0.264, -0.479, 0.185], [-0.515, 0.653, -0.518], [-0.815, 1.426, 1.593], [1.657, -2.237, -0.263]]}

{"formula": "C4H13NOS", "method": "wB97M-V/def2-TZVPD", "lumo_ev": 0.66, "orbital_gap_ev": 9.49, "total_energy_ha": -688.357881, "homo_ev": -8.823, "smiles": "CCNCCS.O", "relative_energy_ev": 0.839, "species": ["S", "O", "N", "C", "C", "C", "C", "H", "H", "H", "H", "H", "H", "H", "H", "H", "H", "H", "H", "H"], "positions_angstrom": [[-0.192, 0.392, 1.912], [0.989, 3.241, -0.500], [0.648, -0.709, -0.949], [-0.103, -1.377, 1.383], [0.844, -1.564, 0.191], [-0.472, -1.050, -1.828], [-1.346, 0.159, -2.098], [-0.084, -1.418, -2.775], [-1.840, 0.490, -1.181], [-1.452, 0.291, 2.340], [0.913, -2.585, -0.163], [-1.052, -1.857, -1.377], [0.288, -1.931, 2.233], [-0.730, 0.995, -2.419], [1.065, 2.315, -0.777], [0.631, 0.276, -0.755], [-2.133, -0.078, -2.808], [1.838, -1.324, 0.598], [0.787, 3.134, 0.437], [-1.127, -1.681, 1.178]]}

{"formula": "C9H17N2O", "method": "wB97M-V/def2-TZVPD", "lumo_ev": [-4.96, -4.96], "orbital_gap_ev": [5.62, 5.62], "total_charge": 1, "total_energy_ha": -537.462964, "homo_ev": [-10.576, -10.577], "smiles": "CC=[N+]=CCO/C(C)=C\\NCC", "relative_energy_ev": 4.759, "species": ["O", "N", "N", "C", "C", "C", "C", "C", "C", "C", "C", "C", "H", "H", "H", "H", "H", "H", "H", "H", "H", "H", "H", "H", "H", "H", "H", "H", "H"], "positions_angstrom": [[-1.137, -0.771, 0.729], [1.657, -0.432, 0.892], [-2.736, 1.228, 0.219], [3.468, 1.369, 0.148], [-0.680, -2.386, -1.218], [-3.335, 0.142, 0.444], [-1.497, 1.648, 0.348], [3.063, -0.093, 0.701], [1.055, -1.141, -0.032], [-2.482, -1.112, 0.815], [-1.134, 2.287, -0.950], [-0.251, -1.428, -0.163], [-2.955, -1.874, 0.223], [3.430, -0.100, 1.770], [-0.818, 1.775, 1.164], [-1.703, 1.969, -1.822], [3.109, 1.337, -0.835], [-0.145, 2.251, -1.124], [-2.642, -1.072, 1.837], [-0.968, -3.318, -0.827], [-4.460, 0.018, 0.498], [-1.242, 3.447, -0.830], [1.124, 0.081, 1.557], [4.636, 1.451, 0.156], [1.732, -1.689, -0.829], [-1.553, -2.271, -1.883], [2.956, 2.119, 0.642], [3.376, -0.949, 0.158], [0.134, -2.486, -1.791]]}

{"formula": "C21H35CdFP2", "method": "wB97M-V/def2-TZVPD", "lumo_ev": [-0.54, 0.16], "orbital_gap_ev": [5.86, 6.96], "total_energy_ha": -1771.093379, "homo_ev": [-6.403, -6.804], "relative_energy_ev": 6.645, "species": ["Cd", "P", "P", "F", "C", "C", "C", "C", "C", "C", "C", "C", "C", "C", "C", "C", "C", "C", "C", "C", "C", "C", "C", "C", "C", "H", "H", "H", "H", "H", "H", "H", "H", "H", "H", "H", "H", "H", "H", "H", "H", "H", "H", "H", "H", "H", "H", "H", "H", "H", "H", "H", "H", "H", "H", "H", "H", "H", "H", "H"], "positions_angstrom": [[1.286, 0.488, -2.360], [-0.309, -1.476, -3.672], [-1.135, -4.899, -2.019], [1.115, -1.007, 3.581], [-0.663, -4.463, -3.738], [-2.266, -3.860, 0.602], [2.467, -0.069, 0.325], [0.020, 0.009, 1.746], [-1.384, -4.958, 0.118], [1.300, 0.374, -0.259], [0.094, 0.502, 0.421], [-0.095, -4.653, -0.429], [-0.304, -2.165, -1.003], [0.168, -3.232, -4.083], [-3.096, -3.261, -0.546], [-1.461, -2.313, -1.995], [1.183, -0.492, 2.303], [0.550, -3.326, -0.442], [-0.135, -6.540, -2.145], [-2.374, -3.474, -1.896], [1.170, -0.799, -4.585], [2.410, -0.537, 1.657], [-1.690, -1.199, -4.840], [0.435, 2.123, -3.537], [-2.678, -5.975, -2.193], [1.562, -3.369, -0.895], [-0.045, 2.745, -2.776], [-0.814, 0.868, -0.062], [0.876, -6.297, -2.487], [-1.599, -4.506, -4.322], [-2.429, -6.914, -2.695], [1.111, -1.112, -5.634], [-1.566, -5.973, 0.476], [-2.073, -0.183, -4.708], [-0.588, -7.212, -2.875], [-0.929, 0.004, 2.288], [-0.330, 1.844, -4.282], [-2.504, -1.915, -4.678], [0.205, -3.198, -5.183], [1.165, 0.317, -4.599], [-3.053, -3.481, -2.763], [0.487, -1.528, -1.453], [1.205, -3.330, -3.718], [-0.647, -1.579, -0.134], [-1.686, -3.081, 1.119], [2.095, -1.195, -4.129], [0.659, -5.437, -0.318], [3.301, -0.928, 2.151], [-0.058, -5.310, -4.087], [0.801, -3.063, 0.606], [-2.037, -1.373, -1.940], [-3.461, -5.499, -2.793], [-3.070, -6.223, -1.203], [-0.094, -7.066, -1.183], [3.410, -0.116, -0.228], [-1.323, -1.308, -5.865], [-2.946, -4.247, 1.369], [-4.127, -3.650, -0.527], [-3.201, -2.170, -0.413], [1.205, 2.722, -4.056]]}

{"formula": "C5H9N", "method": "wB97M-V/def2-TZVPD", "lumo_ev": 1.31, "orbital_gap_ev": 10.15, "total_energy_ha": -250.584226, "homo_ev": -8.839, "smiles": "C1CC1N1CC1", "relative_energy_ev": 2.251, "species": ["N", "C", "C", "C", "C", "C", "H", "H", "H", "H", "H", "H", "H", "H", "H"], "positions_angstrom": [[0.559, -0.339, -0.567], [-0.569, -0.263, 0.332], [1.776, -0.920, -0.038], [-1.439, 0.959, 0.331], [-1.922, -0.313, -0.309], [1.705, 0.527, -0.351], [-1.887, 1.253, 1.277], [-0.443, -0.770, 1.291], [1.685, 1.224, 0.487], [-1.899, -0.352, -1.394], [-2.726, -0.873, 0.160], [1.788, -1.183, 1.021], [2.160, 0.913, -1.261], [-1.155, 1.787, -0.312], [2.298, -1.619, -0.687]]}

Copy entry 3 word for word.
{"formula": "C4H13NOS", "method": "wB97M-V/def2-TZVPD", "lumo_ev": 0.66, "orbital_gap_ev": 9.49, "total_energy_ha": -688.357881, "homo_ev": -8.823, "smiles": "CCNCCS.O", "relative_energy_ev": 0.839, "species": ["S", "O", "N", "C", "C", "C", "C", "H", "H", "H", "H", "H", "H", "H", "H", "H", "H", "H", "H", "H"], "positions_angstrom": [[-0.192, 0.392, 1.912], [0.989, 3.241, -0.500], [0.648, -0.709, -0.949], [-0.103, -1.377, 1.383], [0.844, -1.564, 0.191], [-0.472, -1.050, -1.828], [-1.346, 0.159, -2.098], [-0.084, -1.418, -2.775], [-1.840, 0.490, -1.181], [-1.452, 0.291, 2.340], [0.913, -2.585, -0.163], [-1.052, -1.857, -1.377], [0.288, -1.931, 2.233], [-0.730, 0.995, -2.419], [1.065, 2.315, -0.777], [0.631, 0.276, -0.755], [-2.133, -0.078, -2.808], [1.838, -1.324, 0.598], [0.787, 3.134, 0.437], [-1.127, -1.681, 1.178]]}

What did the first record say?
{"formula": "C11H17P", "method": "wB97M-V/def2-TZVPD", "lumo_ev": [-1.64, -1.27], "orbital_gap_ev": [6.28, 7.22], "total_energy_ha": -770.333190, "homo_ev": [-7.920, -8.490], "relative_energy_ev": 8.491, "species": ["P", "C", "C", "C", "C", "C", "C", "C", "C", "C", "C", "C", "H", "H", "H", "H", "H", "H", "H", "H", "H", "H", "H", "H", "H", "H", "H", "H", "H"], "positions_angstrom": [[-1.720, 0.085, 0.515], [2.185, 1.798, 0.188], [1.680, -0.683, -0.225], [-3.915, 1.696, -0.859], [1.183, 0.699, 0.131], [-0.068, 1.082, 0.448], [2.089, -1.276, 1.168], [-5.003, -1.737, 1.581], [-4.349, -0.786, 1.243], [-2.847, 1.045, -0.076], [3.013, -0.578, -1.142], [0.741, -1.648, -0.932], [1.255, -2.635, -0.890], [1.613, 2.799, 0.396], [2.983, -0.687, 1.595], [2.977, 1.807, -0.628], [-4.419, 0.933, -1.533], [3.911, -0.221, -0.669], [1.343, -1.371, 1.956], [-5.668, -2.069, 2.352], [-3.509, 2.594, -1.416], [2.687, 0.000, -2.037], [3.190, -1.594, -1.463], [2.852, 1.752, 1.055], [-4.574, 2.223, -0.113], [-0.302, -1.660, -0.386], [0.508, -1.291, -1.979], [-0.263, 2.080, 0.731], [2.426, -2.355, 0.991]]}